Record 1
{"formula": "C4H9NO3", "method": "ωB97M-V/def2-TZVPD", "e_above_lowest_kcal_mol": 107.9, "spin_multiplicity": 1, "total_charge": 0, "homo_lumo_gap_ev": 10.2581, "e_lumo_ev": 0.5, "elements": ["C", "C", "C", "C", "H", "H", "H", "H", "H", "H", "H", "H", "H", "N", "O", "O", "O"], "xyz": [[1.145, -0.723, 1.452], [1.046, -0.668, -0.087], [0.041, 0.413, -0.560], [-1.460, -0.066, -0.026], [1.907, -1.523, 1.690], [0.019, -1.073, 2.103], [1.400, 0.279, 1.629], [0.581, -1.287, -0.639], [2.107, -0.214, -1.607], [0.287, 0.260, -1.633], [-0.065, 2.530, -0.363], [1.384, 2.016, -0.355], [-2.544, -1.237, -0.523], [0.418, 1.748, 0.061], [2.318, -0.222, -0.599], [-1.780, -1.108, -0.764], [-2.118, 0.614, 0.687]], "mulliken_charge": [-1.107, -0.595, 0.024, 0.133, 0.337, 0.205, 0.460, 0.828, 0.380, 0.545, 0.271, 0.287, 0.262, -0.686, -0.553, -0.305, -0.485]}

Record 2
{"formula": "CH3N2OPS", "method": "ωB97M-V/def2-TZVPD", "e_above_lowest_kcal_mol": 109.0, "spin_multiplicity": 1, "total_charge": 0, "homo_lumo_gap_ev": [5.9370, 5.9374], "e_lumo_ev": [-3.1, -3.1], "elements": ["C", "N", "N", "O", "P", "S", "H", "H", "H"], "xyz": [[-1.139, -1.513, 0.116], [-1.277, -2.660, 0.214], [2.148, 0.281, 0.913], [-0.559, 0.014, -1.783], [-0.728, 0.192, -0.178], [-1.968, 1.646, 0.253], [2.414, 1.240, 0.914], [1.653, 0.006, 1.814], [-0.545, 0.795, -2.263]], "mulliken_charge": [0.307, -0.271, -0.511, -0.435, 0.412, -0.281, 0.218, 0.243, 0.317]}

Record 3
{"formula": "C5H22NO7", "method": "ωB97M-V/def2-TZVPD", "e_above_lowest_kcal_mol": 28.6, "spin_multiplicity": 1, "total_charge": 1, "homo_lumo_gap_ev": 10.9376, "e_lumo_ev": -2.4, "elements": ["O", "C", "C", "C", "C", "C", "N", "H", "H", "H", "H", "H", "H", "H", "H", "H", "H", "H", "H", "O", "H", "H", "O", "H", "H", "O", "H", "H", "O", "H", "H", "O", "H", "H", "O"], "xyz": [[-0.291, 0.936, 1.371], [-1.177, 0.396, 1.986], [-1.196, -1.098, 2.084], [-1.742, -1.710, 0.761], [-0.560, -1.986, -0.127], [-0.031, -3.172, -0.348], [0.028, -0.780, -0.709], [-2.066, 0.922, 2.377], [-1.766, -1.504, 2.922], [-0.224, -1.476, 2.255], [-2.334, -2.605, 0.921], [-2.437, -1.036, 0.256], [0.908, -3.407, -0.818], [-0.464, -4.073, 0.066], [0.319, -0.862, -1.676], [0.794, -0.455, -0.123], [-0.583, 0.039, -0.744], [0.163, 4.288, 1.250], [-0.389, 2.944, 1.213], [0.143, 3.532, 0.648], [2.998, -0.080, -0.964], [3.473, -1.514, -0.594], [2.714, -0.926, -0.598], [-3.088, -0.554, -2.022], [-2.348, 0.636, -2.708], [-2.354, 0.062, -1.940], [0.426, 2.094, -2.057], [0.525, 2.628, -0.564], [0.469, 1.839, -1.121], [2.613, -1.578, 2.607], [1.988, -0.480, 3.487], [1.851, -1.365, 3.146], [0.566, 2.407, -4.606], [1.807, 2.570, -3.602], [0.990, 2.104, -3.801]], "mulliken_charge": [-0.539, 0.090, -0.651, -0.973, 0.359, -0.940, 0.063, 0.425, 0.358, 0.337, 0.461, 0.311, 0.302, 0.300, 0.350, 0.445, 0.335, 0.314, 0.310, -0.628, 0.277, 0.260, -0.571, 0.281, 0.254, -0.555, 0.333, 0.412, -0.677, 0.299, 0.307, -0.621, 0.296, 0.315, -0.638]}

Record 4
{"formula": "C18H47BN3O4PS", "method": "ωB97M-V/def2-TZVPD", "spin_multiplicity": 1, "smiles": "CCNB(S)P(CC)CC.COCCNCCOC.COCCNCCOC", "total_charge": 0, "homo_lumo_gap_ev": 7.4978, "e_lumo_ev": -0.1, "elements": ["C", "C", "N", "B", "S", "P", "C", "C", "C", "C", "H", "H", "H", "H", "H", "H", "H", "H", "H", "H", "H", "H", "H", "H", "H", "H", "H", "C", "O", "C", "C", "N", "C", "C", "O", "C", "H", "H", "H", "H", "H", "H", "H", "H", "H", "H", "H", "H", "H", "H", "H", "C", "O", "C", "C", "N", "C", "C", "O", "C", "H", "H", "H", "H", "H", "H", "H", "H", "H", "H", "H", "H", "H", "H", "H"], "xyz": [[2.945, -4.627, 1.099], [3.841, -4.145, -0.228], [2.967, -3.717, -1.387], [2.676, -2.229, -1.395], [0.838, -1.709, -1.369], [3.952, -0.805, -1.468], [4.747, -0.424, 0.226], [3.726, -0.524, 1.507], [5.386, -1.147, -2.682], [6.624, -0.117, -2.231], [3.586, -5.463, 1.652], [1.915, -5.111, 0.768], [2.821, -3.689, 1.789], [4.399, -5.137, -0.587], [4.616, -3.308, 0.038], [3.304, -4.077, -2.307], [0.743, -0.560, -0.550], [5.125, 0.707, 0.170], [5.719, -1.067, 0.423], [2.686, -0.004, 1.352], [4.246, 0.059, 2.409], [3.594, -1.647, 1.814], [5.091, -0.799, -3.773], [5.814, -2.247, -2.641], [7.474, -0.067, -3.034], [7.137, -0.530, -1.236], [6.239, 0.973, -2.002], [0.478, 5.511, -1.127], [0.879, 5.533, 0.235], [-0.154, 5.974, 1.127], [-0.667, 4.806, 1.986], [-1.428, 3.846, 1.180], [-1.686, 2.569, 1.857], [-0.467, 1.725, 2.285], [0.276, 1.177, 1.194], [1.207, 2.073, 0.607], [1.368, 5.354, -1.741], [-0.214, 4.688, -1.317], [0.020, 6.462, -1.420], [-0.973, 6.476, 0.595], [0.305, 6.714, 1.792], [-1.309, 5.197, 2.781], [0.203, 4.334, 2.449], [-0.914, 3.648, 0.324], [-2.286, 1.966, 1.165], [-2.315, 2.756, 2.735], [-0.854, 0.864, 2.841], [0.193, 2.253, 2.980], [1.646, 2.760, 1.337], [0.733, 2.624, -0.208], [2.013, 1.483, 0.167], [-2.021, -0.401, -0.818], [-3.337, 0.067, -1.078], [-3.940, -0.534, -2.231], [-5.073, -1.488, -1.819], [-4.549, -2.687, -1.159], [-5.570, -3.488, -0.474], [-6.358, -2.818, 0.671], [-5.574, -2.537, 1.832], [-4.823, -1.334, 1.758], [-1.576, 0.241, -0.054], [-2.040, -1.423, -0.435], [-1.399, -0.349, -1.718], [-3.200, -1.036, -2.870], [-4.374, 0.284, -2.817], [-5.638, -1.784, -2.709], [-5.743, -0.932, -1.158], [-3.853, -2.410, -0.470], [-5.053, -4.362, -0.060], [-6.279, -3.868, -1.219], [-7.121, -3.535, 0.996], [-6.908, -1.929, 0.346], [-5.333, -0.555, 1.185], [-3.834, -1.538, 1.342], [-4.672, -0.967, 2.775]], "mulliken_charge": [-0.810, -0.134, -0.295, 0.022, -0.251, -0.125, -0.666, -0.507, -0.357, -0.943, 0.316, 0.241, 0.171, 0.304, 0.095, 0.249, 0.108, 0.379, 0.404, 0.042, 0.337, 0.026, 0.328, 0.271, 0.312, 0.224, 0.250, -0.684, -0.321, -0.794, -0.177, -0.303, -0.477, -0.831, -0.236, -0.194, 0.239, 0.278, 0.338, 0.388, 0.389, 0.410, 0.161, 0.033, 0.194, 0.422, 0.370, 0.493, 0.378, 0.043, -0.047, -0.762, -0.277, -0.801, -0.238, -0.289, -0.679, -0.487, -0.453, -0.550, -0.181, 0.514, 0.582, 0.344, 0.401, 0.419, 0.160, -0.006, 0.366, 0.387, 0.348, 0.348, 0.283, 0.175, 0.333]}

E_tot, respectively: -11922.86344; -26233.66917; -21358.18530; -52883.25024 eV.